1.
Density functional theory data (ωB97M-V with the def2-TZVPD basis set) for one molecule with the formula C6H13NO.

Atoms and positions in Å:
1 C 0.288 1.590 2.228
2 C -0.188 2.079 0.846
3 N -0.714 1.072 -0.053
4 C 1.813 -0.352 -1.805
5 C 0.292 -0.435 -1.684
6 C -0.138 -0.266 -0.193
7 C -1.043 -1.389 0.292
8 O -0.666 -2.530 0.274
9 H 0.679 0.592 2.035
10 H 1.114 2.149 2.654
11 H -0.540 1.392 2.911
12 H -0.888 2.893 1.012
13 H 0.719 2.477 0.408
14 H -1.698 0.926 0.129
15 H 2.309 -1.319 -1.717
16 H 2.055 -0.012 -2.815
17 H 2.392 0.370 -1.225
18 H -0.184 0.240 -2.338
19 H 0.065 -1.455 -1.995
20 H 0.756 -0.522 0.357
21 H -2.066 -1.132 0.642

## Properties
Calculated total energy: -366.35602 Eh
Orbital gap: 9.86 eV
LUMO level: 1.0 eV

Here are the Mulliken charges for atoms 1 to 6, given in e: C -0.96; C -0.50; N -0.25; C -1.33; C -0.64; C 0.28

2.
Density functional theory data (ωB97M-V with the def2-TZVPD basis set) for a 2-piece molecular cluster, C6H13NO overall.

Atoms and positions in Å:
1 C -2.534 -0.597 -0.049
2 N -1.115 -0.797 -0.305
3 C -0.201 0.176 0.039
4 C 1.101 0.174 -0.476
5 C 2.188 1.030 -0.038
6 C 2.206 2.347 0.171
7 C -0.934 1.355 0.659
8 H -3.001 -1.396 -0.540
9 H -2.818 0.341 -0.634
10 H -2.841 -0.755 0.980
11 H -0.881 -1.527 -0.798
12 H 1.435 -0.871 -0.852
13 H 3.047 0.379 -0.155
14 H 3.123 2.932 0.547
15 H 1.455 3.011 -0.104
16 H -0.245 2.314 0.414
17 H -1.793 1.667 0.184
18 H -1.039 1.195 1.793
19 H 0.964 -3.585 0.505
20 H 0.829 -3.396 -0.931
21 O 1.054 -3.996 -0.410

## Properties
Calculated total energy: -366.26049 Eh
Orbital gap: 7.96 eV
LUMO level: 0.7 eV

Here are the Mulliken charges for atoms 1 to 6, given in e: C -1.04; N -0.18; C 0.93; C -0.44; C -0.15; C -0.80

3.
Density functional theory data (ωB97M-V with the def2-TZVPD basis set) for a 2-piece molecular cluster, C6H13NO overall.

Atoms and positions in Å:
1 C -1.247 -2.524 -0.220
2 C -1.123 -1.214 0.557
3 C -2.393 -0.834 1.299
4 O -0.802 -0.144 -0.354
5 H -0.309 -2.770 -0.683
6 H -2.016 -2.434 -0.982
7 H -1.532 -3.331 0.473
8 H -0.277 -1.306 1.282
9 H -2.673 -1.630 2.018
10 H -3.209 -0.681 0.593
11 H -2.254 0.090 1.856
12 H 0.105 -0.187 -0.759
13 C 1.727 2.105 -0.738
14 C 0.771 2.672 0.046
15 C 1.955 -0.076 0.021
16 N 1.872 0.707 -1.019
17 H 2.488 2.712 -1.254
18 H -0.045 2.068 0.451
19 H 0.807 3.726 0.248
20 H 2.524 -1.004 -0.093
21 H 1.575 0.180 1.025

## Properties
Calculated total energy: -366.32270 Eh
Orbital gap: 9.79 eV
LUMO level: 0.3 eV

Here are the Mulliken charges for atoms 1 to 6, given in e: C -1.32; C 0.73; C -1.41; O -0.59; H 0.34; H 0.32

4.
Density functional theory data (ωB97M-V with the def2-TZVPD basis set) for one molecule with the formula C6H13NO.

Atoms and positions in Å:
1 C -0.276 -0.845 1.093
2 C 0.448 -0.222 2.284
3 C -1.739 0.704 -0.406
4 C 1.098 1.291 -1.522
5 C -0.474 -0.049 -0.120
6 C 0.719 -0.015 -0.845
7 N 1.394 -1.102 -1.488
8 O -1.367 -1.575 1.596
9 H -2.210 -1.169 1.352
10 H 0.745 -1.363 0.527
11 H 1.055 -2.006 -1.170
12 H 1.338 -1.042 -2.503
13 H -0.092 0.668 2.626
14 H 1.468 0.054 2.013
15 H 0.536 -0.929 3.112
16 H -2.456 0.081 -0.953
17 H -1.558 1.608 -0.997
18 H -2.231 1.028 0.514
19 H 2.183 1.361 -1.633
20 H 0.757 2.161 -0.955
21 H 0.663 1.361 -2.525

## Properties
Calculated total energy: -366.29278 Eh
Orbital gap: 8.18 eV
LUMO level: 0.8 eV

Here are the Mulliken charges for atoms 1 to 6, given in e: C 0.55; C -1.22; C -1.43; C -1.74; C 0.63; C 0.33

5.
Density functional theory data (ωB97M-V with the def2-TZVPD basis set) for one molecule with the formula C6H13NO.

Atoms and positions in Å:
1 C -1.282 0.610 -0.931
2 C -0.198 -0.084 0.387
3 C 0.948 0.710 -0.059
4 C -2.456 -0.332 -1.112
5 N -0.107 -1.474 0.338
6 C 2.167 0.393 1.183
7 C 3.004 -0.630 1.254
8 O -1.670 1.852 -0.368
9 H -2.402 2.223 -0.878
10 H -0.803 0.776 -1.907
11 H -0.653 0.258 1.316
12 H 0.391 -1.846 -0.461
13 H 0.086 -1.912 1.227
14 H 1.414 0.361 -0.976
15 H 0.797 1.780 0.005
16 H 2.266 1.221 1.884
17 H -3.212 0.078 -1.791
18 H -2.106 -1.280 -1.520
19 H -2.932 -0.528 -0.150
20 H 2.935 -1.483 0.584
21 H 3.814 -0.694 1.975

## Properties
Calculated total energy: -366.30927 Eh
Orbital gap: 9.28 eV
LUMO level: 1.0 eV

Here are the Mulliken charges for atoms 1 to 6, given in e: C 0.10; C -0.15; C -0.80; C -1.28; N -0.44; C -0.26

6.
Density functional theory data (ωB97M-V with the def2-TZVPD basis set) for one molecule with the formula C6H13NO.

Atoms and positions in Å:
1 C 0.503 0.530 1.231
2 C 1.468 -0.202 0.469
3 C -1.206 -0.637 -0.452
4 C 0.112 1.944 1.032
5 C -1.278 0.241 -1.683
6 C 0.437 -1.401 -0.294
7 O -0.005 -0.007 2.352
8 N 0.810 -1.877 -1.451
9 H 0.274 -0.929 2.442
10 H 1.803 -1.771 -1.638
11 H 1.920 0.397 -0.314
12 H 2.242 -0.731 1.029
13 H -1.731 -1.575 -0.620
14 H -1.654 -0.185 0.434
15 H 0.160 -2.099 0.513
16 H -0.976 2.035 0.977
17 H 0.549 2.351 0.123
18 H 0.450 2.538 1.884
19 H -0.733 1.177 -1.558
20 H -2.312 0.479 -1.942
21 H -0.836 -0.280 -2.534

## Properties
Calculated total energy: -366.24434 Eh
Orbital gap (spin up / spin down): 8.06 / 6.04 eV
LUMO level (spin up / spin down): 0.4 / -0.5 eV

Here are the Mulliken charges for atoms 1 to 6, given in e: C 0.56; C -0.93; C -0.67; C -1.31; C -1.14; C 0.24

7.
Density functional theory data (ωB97M-V with the def2-TZVPD basis set) for C6H13NO as an isolated structure.

Atoms and positions in Å:
1 C 0.267 0.304 -2.227
2 C 2.097 -0.650 0.002
3 C 0.652 0.759 -0.872
4 C 2.611 -1.305 -1.024
5 O 2.125 -0.431 1.181
6 N 0.512 1.720 -0.200
7 H 1.626 1.126 1.677
8 H 1.212 1.695 1.242
9 H -0.004 -0.751 -2.201
10 H -0.575 0.888 -2.593
11 H 1.105 0.408 -2.913
12 H 2.480 -1.014 -2.047
13 H 3.143 -2.228 -0.849
14 C -1.938 -0.742 1.077
15 C -2.370 0.611 1.637
16 H -2.606 -1.535 1.418
17 H -0.917 -0.992 1.366
18 H -1.963 -0.740 -0.015
19 H -3.382 0.872 1.322
20 H -2.369 0.603 2.729
21 H -1.705 1.403 1.290

## Properties
Calculated total energy: -366.22987 Eh
Orbital gap: 8.40 eV
LUMO level: -0.8 eV

Here are the Mulliken charges for atoms 1 to 6, given in e: C -1.49; C 0.87; C 0.76; C -0.95; O -0.47; N -0.52

8.
Density functional theory data (ωB97M-V with the def2-TZVPD basis set) for one molecule with the formula C6H13NO.

Atoms and positions in Å:
1 C 0.594 1.803 -1.028
2 C 0.300 1.087 0.291
3 N -0.440 -0.150 0.049
4 C 0.224 -1.236 -0.705
5 C 1.764 -1.200 -0.868
6 C -1.117 -0.644 1.244
7 C -2.343 0.182 1.585
8 O -3.396 -0.336 1.854
9 H -0.326 1.816 -1.609
10 H 0.986 2.811 -0.903
11 H 1.305 1.270 -1.643
12 H -0.435 1.721 0.755
13 H 1.155 1.002 0.967
14 H -0.238 -1.216 -1.696
15 H -0.077 -2.187 -0.279
16 H 2.201 -0.310 -0.425
17 H 2.138 -2.081 -0.355
18 H 2.030 -1.210 -1.913
19 H -0.485 -0.846 2.124
20 H -1.554 -1.562 0.986
21 H -2.289 1.286 1.569

## Properties
Calculated total energy: -366.35512 Eh
Orbital gap: 9.56 eV
LUMO level: 1.0 eV

Here are the Mulliken charges for atoms 1 to 6, given in e: C -1.27; C -0.52; N 0.10; C -0.56; C -1.11; C -0.57

9.
Density functional theory data (ωB97M-V with the def2-TZVPD basis set) for one molecule with the formula C6H13NO.

Atoms and positions in Å:
1 C 0.342 -1.138 0.297
2 N 1.301 -1.977 -0.425
3 C 1.357 -3.337 -0.314
4 O 2.280 -3.979 -0.791
5 C 0.475 0.331 -0.154
6 C -0.533 1.275 0.561
7 C -0.097 2.673 0.107
8 C -1.927 0.917 -0.005
9 H 0.364 -1.386 1.360
10 H -0.677 -1.491 0.085
11 H 2.144 -1.541 -0.759
12 H 0.477 -3.935 -0.072
13 H 0.142 0.206 -1.180
14 H 1.507 0.639 0.064
15 H -0.472 1.154 1.639
16 H 0.234 2.761 -0.931
17 H -0.894 3.384 0.375
18 H 0.788 2.909 0.706
19 H -1.837 0.914 -1.098
20 H -2.718 1.660 0.139
21 H -2.255 -0.038 0.396

## Properties
Calculated total energy: -366.39290 Eh
Orbital gap: 10.49 eV
LUMO level: 0.9 eV

Here are the Mulliken charges for atoms 1 to 6, given in e: C -0.78; N -0.11; C -0.01; O -0.56; C -0.66; C 0.48

10.
Density functional theory data (ωB97M-V with the def2-TZVPD basis set) for one molecule with the formula C6H13NO2.

Atoms and positions in Å:
1 C 1.115 -0.250 -0.691
2 C 1.392 1.021 0.134
3 C -0.293 -0.879 -0.367
4 C -0.302 -1.373 1.077
5 C -1.408 0.119 -0.792
6 C -1.860 1.166 0.244
7 H 2.599 -1.099 0.303
8 H 1.903 -2.097 -0.642
9 H 1.059 0.263 -1.639
10 H -0.313 -1.809 -1.029
11 H 0.657 -1.859 1.237
12 H -1.228 -1.991 1.340
13 H -0.311 -0.552 1.827
14 H -0.908 0.792 -1.545
15 H -2.221 -0.447 -1.239
16 H -2.841 1.527 -0.101
17 H -2.120 0.771 1.225
18 H -1.082 1.854 0.480
19 H 0.927 2.828 0.071
20 N 2.207 -1.176 -0.645
21 O 1.743 0.998 1.291
22 O 1.286 2.193 -0.541

## Properties
Calculated total energy: -441.63526 Eh
Orbital gap: 10.50 eV
LUMO level: 0.8 eV

Here are the Mulliken charges for atoms 1 to 6, given in e: C -0.02; C 0.17; C 0.42; C -1.49; C -0.65; C -1.10

Repeat the eighth record exactly.
Density functional theory data (ωB97M-V with the def2-TZVPD basis set) for one molecule with the formula C6H13NO.

Atoms and positions in Å:
1 C 0.594 1.803 -1.028
2 C 0.300 1.087 0.291
3 N -0.440 -0.150 0.049
4 C 0.224 -1.236 -0.705
5 C 1.764 -1.200 -0.868
6 C -1.117 -0.644 1.244
7 C -2.343 0.182 1.585
8 O -3.396 -0.336 1.854
9 H -0.326 1.816 -1.609
10 H 0.986 2.811 -0.903
11 H 1.305 1.270 -1.643
12 H -0.435 1.721 0.755
13 H 1.155 1.002 0.967
14 H -0.238 -1.216 -1.696
15 H -0.077 -2.187 -0.279
16 H 2.201 -0.310 -0.425
17 H 2.138 -2.081 -0.355
18 H 2.030 -1.210 -1.913
19 H -0.485 -0.846 2.124
20 H -1.554 -1.562 0.986
21 H -2.289 1.286 1.569

## Properties
Calculated total energy: -366.35512 Eh
Orbital gap: 9.56 eV
LUMO level: 1.0 eV

Here are the Mulliken charges for atoms 1 to 6, given in e: C -1.27; C -0.52; N 0.10; C -0.56; C -1.11; C -0.57

> calculated total energy of number 9 (C6H13NO)?

-366.39290 Eh